Molecular formula: C21H20N4O3
Method: DFT, ωB97M-V with the def2-TZVPD basis set

Its HOMO-LUMO gap is 8.33 eV. As for the largest force on an atom: 0.0186 hartree/bohr. As for the structure (SMILES): COc1ccc(N2C[C@H](C(=O)N/N=C/c3c[nH]c4ccccc34)CC2=O)cc1. The total energy comes out at -34204.5152 eV. For the energy above the lowest of the compared OMol25 structures with the same formula, charge and spin, the calculation gives 177.71 kJ/mol. The HOMO energy comes out at -0.2856 Ha. The calculation puts the LUMO energy at 0.556 eV.

Cartesian coordinates (Å):
C1 7.039 3.552 0.699
O1 6.424 2.984 -0.432
C2 5.576 1.932 -0.249
C3 5.251 1.367 0.978
C4 4.375 0.299 1.048
C5 3.807 -0.238 -0.103
N1 2.912 -1.318 -0.033
C6 2.038 -1.626 -1.145
C7 1.021 -2.638 -0.586
C8 -0.309 -1.949 -0.234
O2 -0.701 -1.805 0.902
N2 -0.969 -1.538 -1.350
N3 -2.157 -0.885 -1.503
C9 -2.878 -0.530 -0.509
C10 -4.120 0.149 -0.732
C11 -4.686 0.502 -1.936
N4 -5.872 1.128 -1.727
C12 -6.116 1.203 -0.381
C13 -7.191 1.748 0.309
C14 -7.165 1.676 1.685
C15 -6.098 1.077 2.360
C16 -5.029 0.535 1.679
C17 -5.029 0.594 0.287
C18 1.695 -3.187 0.667
C19 2.810 -2.211 0.995
O3 3.495 -2.244 1.990
C20 4.134 0.332 -1.333
C21 5.003 1.400 -1.403
H1 6.300 3.968 1.392
H2 7.662 2.822 1.226
H3 7.668 4.355 0.320
H4 5.669 1.748 1.896
H5 4.139 -0.128 2.008
H6 2.612 -2.073 -1.968
H7 1.560 -0.710 -1.507
H8 0.809 -3.422 -1.317
H9 -0.555 -1.737 -2.251
H10 -2.609 -0.715 0.527
H11 -4.301 0.337 -2.923
H12 -6.479 1.483 -2.447
H13 -8.014 2.210 -0.215
H14 -7.983 2.089 2.256
H15 -6.117 1.042 3.439
H16 -4.211 0.075 2.211
H17 2.117 -4.182 0.524
H18 0.998 -3.224 1.507
H19 3.722 -0.055 -2.251
H20 5.257 1.841 -2.354

Molecular formula: C21H20N4O4S
Method: DFT, ωB97M-V with the def2-TZVPD basis set

Its HOMO-LUMO gap is 7.82 eV. As for the largest force on an atom: 0.0268 hartree/bohr. As for the structure (SMILES): CCCCCCC(=O)Nc1nc2c(ccc3onc(-c4ccccc4[N+](=O)[O-])c32)s1. The total energy comes out at -47084.9385 eV. For the energy above the lowest of the compared OMol25 structures with the same formula, charge and spin, the calculation gives 460.21 kJ/mol. The HOMO energy comes out at -0.3060 Ha. The calculation puts the LUMO energy at -0.509 eV.

Cartesian coordinates (Å):
C1 -8.664 -2.080 -1.553
C2 -7.975 -1.367 -0.397
C3 -6.647 -0.747 -0.824
C4 -5.951 -0.029 0.330
C5 -4.624 0.588 -0.105
C6 -3.934 1.315 1.056
C7 -2.629 1.906 0.593
O1 -2.445 3.074 0.334
N1 -1.624 0.985 0.432
C8 -0.363 1.353 0.069
N2 0.588 0.491 -0.055
C9 1.765 1.111 -0.309
C10 1.702 2.509 -0.435
C11 2.836 3.286 -0.676
C12 4.077 2.695 -0.778
C13 4.147 1.309 -0.629
O2 5.237 0.517 -0.674
N3 4.854 -0.771 -0.487
C14 3.559 -0.813 -0.309
C15 2.845 -2.077 -0.179
C16 3.268 -3.143 -0.974
C17 2.583 -4.343 -0.987
C18 1.440 -4.503 -0.217
C19 1.015 -3.468 0.592
C20 1.717 -2.267 0.627
N4 1.284 -1.297 1.601
O3 0.122 -1.345 1.956
O4 2.116 -0.554 2.069
C21 3.020 0.507 -0.397
S1 0.050 3.031 -0.196
H1 -8.868 -1.384 -2.364
H2 -9.607 -2.514 -1.229
H3 -8.034 -2.878 -1.939
H4 -7.797 -2.077 0.414
H5 -8.631 -0.583 -0.011
H6 -5.991 -1.532 -1.210
H7 -6.825 -0.038 -1.635
H8 -5.773 -0.738 1.142
H9 -6.606 0.756 0.714
H10 -3.969 -0.198 -0.490
H11 -4.801 1.299 -0.914
H12 -3.753 0.617 1.876
H13 -4.571 2.125 1.412
H14 -1.730 0.020 0.723
H15 2.734 4.356 -0.770
H16 4.967 3.273 -0.956
H17 4.147 -3.002 -1.582
H18 2.935 -5.154 -1.605
H19 0.894 -5.433 -0.234
H20 0.149 -3.575 1.228

Molecular formula: C21H20N6O2S
Method: DFT, ωB97M-V with the def2-TZVPD basis set

Its HOMO-LUMO gap is 6.32 eV. As for the largest force on an atom: 0.0956 hartree/bohr. As for the structure (SMILES): N#Cc1csc(N2CCN(C(=O)c3ccc4c(c3)=NC(=O)[C@H]3CCCNC=43)CC2)n1. The total energy comes out at -45970.7707 eV. For the energy above the lowest of the compared OMol25 structures with the same formula, charge and spin, the calculation gives 356.66 kJ/mol. The HOMO energy comes out at -0.2875 Ha. The calculation puts the LUMO energy at -1.501 eV.

Cartesian coordinates (Å):
N1 3.072 -1.458 8.714
C1 2.233 -0.838 8.171
C2 1.166 -0.109 7.562
C3 0.004 0.189 8.244
S1 -1.162 0.978 7.197
C4 -0.060 0.800 5.853
N2 -0.244 1.204 4.533
C5 -1.420 2.013 4.116
C6 -1.100 2.749 2.813
N3 -0.736 1.854 1.712
C7 -0.774 2.300 0.353
O1 -1.011 3.460 0.145
C8 -0.427 1.469 -0.797
C9 0.349 1.950 -1.839
C10 0.607 1.151 -2.964
C11 0.174 -0.166 -3.039
C12 -0.594 -0.675 -1.968
C13 -0.931 0.138 -0.904
N4 -1.100 -1.874 -1.915
C14 -0.814 -2.761 -2.926
O2 -1.342 -3.872 -2.952
C15 0.200 -2.427 -4.084
C16 -0.269 -2.970 -5.449
C17 0.587 -2.452 -6.608
C18 0.591 -0.906 -6.601
N5 1.016 -0.418 -5.272
C19 0.458 -0.983 -4.135
C20 -0.042 0.590 2.079
C21 0.634 0.615 3.456
N6 1.075 0.279 6.204
H1 -0.087 -0.072 9.284
H2 -1.686 2.752 4.873
H3 -2.215 1.283 3.967
H4 -0.306 3.451 3.036
H5 -1.988 3.325 2.521
H6 0.699 2.967 -1.831
H7 1.230 1.578 -3.761
H8 -1.621 -0.287 -0.171
H9 1.166 -2.872 -3.822
H10 -0.279 -4.081 -5.430
H11 -1.299 -2.650 -5.631
H12 1.593 -2.788 -6.486
H13 0.185 -2.837 -7.526
H14 1.276 -0.565 -7.344
H15 -0.414 -0.541 -6.863
H16 1.180 0.592 -5.223
H17 0.721 0.325 1.365
H18 -0.736 -0.220 2.112
H19 0.854 -0.403 3.762
H20 1.585 1.212 3.468

Molecular formula: C21H21BF5IrN9O5STe
Method: DFT, ωB97M-V with the def2-TZVPD basis set

As for the spin multiplicity: 6. Its HOMO-LUMO gap (alpha / beta) is 7.04 / 6.75 eV. The expectation value of S² is 8.776. As for the largest force on an atom: 0.0198 hartree/bohr. The total energy comes out at -80994.4460 eV. For the energy above the lowest of the compared OMol25 structures with the same formula, charge and spin, the calculation gives 139.00 kJ/mol. The HOMO energy (alpha / beta) comes out at -0.2955 / -0.3220 Ha. The calculation puts the LUMO energy (alpha / beta) at -0.997 / -2.010 eV.

Cartesian coordinates (Å):
Ir1 0.092 -0.169 -0.168
C1 -2.939 -1.354 -3.002
C2 -1.524 -0.937 -2.803
N1 -1.564 -0.091 -1.625
N2 -2.806 -0.144 -1.136
C3 -3.629 -0.898 -1.954
B1 -3.115 0.251 0.352
N3 -2.666 -0.947 1.211
C4 -3.349 -1.870 1.915
C5 -2.465 -2.850 2.313
C6 -1.232 -2.450 1.791
N4 -1.364 -1.308 1.133
N5 -2.326 1.524 0.712
C7 -2.809 2.704 1.149
C8 -1.744 3.546 1.377
C9 -0.614 2.786 1.053
N6 -0.984 1.574 0.665
N7 -4.596 0.555 0.468
C10 -5.356 1.243 -0.425
C11 -6.538 1.566 0.188
C12 -6.406 1.037 1.487
N8 -5.237 0.448 1.656
H1 -3.310 -1.927 -3.831
H2 -1.046 -0.437 -3.643
H3 -4.668 -1.016 -1.696
H4 -4.401 -1.741 2.097
H5 -2.684 -3.726 2.898
H6 -0.264 -2.922 1.846
H7 -3.868 2.855 1.274
H8 -1.776 4.561 1.730
H9 0.431 3.043 1.070
H10 -4.995 1.463 -1.416
H11 -7.372 2.097 -0.236
H12 -7.113 1.063 2.301
C13 7.153 -5.250 1.226
C14 5.946 -4.498 0.740
C15 4.662 -4.958 1.033
C16 3.543 -4.289 0.569
C17 3.711 -3.145 -0.197
C18 4.976 -2.667 -0.507
C19 6.086 -3.349 -0.034
S1 2.293 -2.267 -0.768
O1 1.234 -3.195 -1.022
O2 2.705 -1.371 -1.811
N9 1.756 -1.364 0.519
C20 2.696 -0.724 1.290
C21 2.960 0.892 0.583
O3 4.092 1.244 0.745
O4 1.895 1.317 0.130
H13 6.997 -5.636 2.233
H14 8.038 -4.615 1.234
H15 7.360 -6.102 0.575
H16 4.540 -5.854 1.629
H17 2.547 -4.656 0.780
H18 5.080 -1.776 -1.111
H19 7.076 -2.982 -0.270
H20 3.685 -1.168 1.360
H21 2.300 -0.367 2.241
F1 1.160 -3.269 -4.075
Te1 -0.524 -3.635 -3.463
F2 -0.809 -4.985 -4.690
F3 0.203 -4.960 -2.436
F4 -2.174 -4.104 -2.758
F5 -1.233 -2.621 -4.872
O5 -0.622 -2.052 -2.405